Entry 1:
A cluster of 2 separate species, C5H11O2 in total at a distorted geometry. Source: OMol25; level of theory: ωB97M-V/def2-TZVPD.

Its max |F| is 1.3 eV/A. The electronic energy is -9457.86050 eV. The calculation puts the HOMO energy at -3.19 eV. The value obtained for the energy above the lowest of the compared OMol25 structures with the same formula, charge and spin is 50.0 kcal/mol. Its charge is -1. The frontier orbital gap is 6.9784 eV.

Positions of all 18 atoms, in Å:
1 C 2.668 -0.837 -0.956
2 C -1.219 -0.689 0.244
3 C 1.384 -0.690 -1.281
4 H -2.430 1.729 2.605
5 H 0.302 0.753 0.955
6 H 3.205 -1.746 -1.200
7 H -0.517 -1.460 0.633
8 C -0.346 0.595 0.091
9 O -1.831 1.047 2.937
10 H -1.469 -0.956 -0.812
11 H -0.102 0.586 -2.038
12 H 3.151 0.061 -0.606
13 H 1.210 1.429 -1.187
14 C 0.554 0.548 -1.160
15 H -1.998 0.309 2.216
16 H -1.024 1.448 0.048
17 O -2.328 -0.546 1.009
18 H 0.792 -1.581 -1.497

Entry 2:
A cluster of 2 separate species, C5H11O2 in total at a distorted geometry. Source: OMol25; level of theory: ωB97M-V/def2-TZVPD.

Its max |F| is 6.1 eV/A. The electronic energy is -9458.50552 eV. The calculation puts the HOMO energy at -3.65 eV. The value obtained for the energy above the lowest of the compared OMol25 structures with the same formula, charge and spin is 35.1 kcal/mol. Its charge is -1. The frontier orbital gap is 7.3167 eV.

Positions of all 18 atoms, in Å:
1 H 2.402 1.357 1.062
2 H -0.771 -1.632 -3.542
3 H 0.196 1.111 3.340
4 H -0.101 1.379 1.005
5 H 0.930 -0.558 3.117
6 O -2.373 -1.547 -1.562
7 H 2.406 -0.202 0.309
8 C -1.084 -0.627 -3.328
9 C -1.985 -0.545 -2.048
10 H -0.818 -0.150 3.061
11 O -2.023 0.630 -1.569
12 H -0.075 -0.119 0.498
13 C 0.386 0.501 1.268
14 H -0.134 -0.036 -3.373
15 H -1.574 -0.028 -4.117
16 H 2.456 -0.062 2.042
17 C 2.000 0.350 1.133
18 C 0.163 0.178 2.703

Entry 3:
A cluster of 2 separate species, C5H11O2 in total. Source: OMol25; level of theory: ωB97M-V/def2-TZVPD.

Its max |F| is 0.8 eV/A. The electronic energy is -9459.96115 eV. The calculation puts the HOMO energy at -4.15 eV. The value obtained for the energy above the lowest of the compared OMol25 structures with the same formula, charge and spin is 1.6 kcal/mol. Its charge is -1. The frontier orbital gap is 8.5150 eV.

Positions of all 18 atoms, in Å:
1 C 0.610 0.828 -0.127
2 H -1.212 -0.167 2.689
3 H 1.681 -0.708 -1.222
4 O -2.153 -0.498 -1.041
5 C -1.512 -1.387 -1.662
6 H 0.084 -1.072 0.743
7 C 0.257 -0.033 1.083
8 H 2.719 0.321 -0.187
9 H 2.080 0.962 -1.733
10 H -0.253 0.840 -0.821
11 C 1.849 0.321 -0.865
12 H 1.120 -0.045 1.777
13 H 0.783 1.867 0.213
14 C -0.982 0.474 1.821
15 H -0.814 1.504 2.178
16 O -0.398 -1.914 -1.402
17 H -2.008 -1.767 -2.588
18 H -1.852 0.474 1.143

Entry 4:
A cluster of 2 separate species, C5H11O2 in total at a distorted geometry. Source: OMol25; level of theory: ωB97M-V/def2-TZVPD.

Its max |F| is 6.7 eV/A. The electronic energy is -9457.96326 eV. The calculation puts the HOMO energy at -3.65 eV. The value obtained for the energy above the lowest of the compared OMol25 structures with the same formula, charge and spin is 47.6 kcal/mol. Its charge is -1. The frontier orbital gap is 7.3675 eV.

Positions of all 18 atoms, in Å:
1 H -1.163 -1.325 1.052
2 C -1.157 1.686 -1.281
3 H 0.961 -2.804 2.808
4 H -0.030 -2.701 0.645
5 H 0.798 1.478 -3.186
6 H 0.979 0.260 -1.953
7 C -0.675 -2.257 1.405
8 C 0.235 -1.991 2.671
9 H 0.150 3.298 -1.413
10 H 2.126 1.403 -2.214
11 H -1.517 -2.925 1.584
12 C 0.298 2.188 -1.287
13 H -0.402 -1.444 3.504
14 H 0.791 2.002 -0.188
15 O -1.966 2.201 -2.049
16 O -1.383 0.981 -0.270
17 C 1.085 1.326 -2.118
18 H 0.869 -1.379 2.289

Entry 5:
A cluster of 2 separate species, C5H11O2 in total at a distorted geometry. Source: OMol25; level of theory: ωB97M-V/def2-TZVPD.

Its max |F| is 2.0 eV/A. The electronic energy is -9459.27691 eV. The calculation puts the HOMO energy at -3.76 eV. The value obtained for the energy above the lowest of the compared OMol25 structures with the same formula, charge and spin is 17.3 kcal/mol. Its charge is -1. The frontier orbital gap is 7.3853 eV.

Positions of all 18 atoms, in Å:
1 O -2.421 -0.536 2.815
2 H 2.686 0.689 -2.518
3 H 2.228 -0.393 -1.138
4 H 1.721 1.777 0.136
5 H -0.143 -0.386 0.591
6 C -1.627 -0.036 1.982
7 H 1.743 2.565 -1.413
8 H -2.530 -0.754 -0.718
9 H -2.915 -1.584 0.767
10 H -0.573 -1.732 1.558
11 C -2.150 -1.489 -0.022
12 H -2.047 -2.477 -0.462
13 H 0.544 1.200 -1.084
14 C 1.532 1.614 -0.919
15 C -1.007 -0.987 0.873
16 C 2.594 0.588 -1.438
17 O -1.191 1.147 1.962
18 H 3.557 0.796 -0.973

Entry 6:
A cluster of 2 separate species, C5H11O2 in total at a distorted geometry. Source: OMol25; level of theory: ωB97M-V/def2-TZVPD.

Its max |F| is 3.8 eV/A. The electronic energy is -9456.46061 eV. The calculation puts the HOMO energy at -2.88 eV. The value obtained for the energy above the lowest of the compared OMol25 structures with the same formula, charge and spin is 82.3 kcal/mol. Its charge is -1. The frontier orbital gap is 6.6574 eV.

Positions of all 18 atoms, in Å:
1 H -0.503 0.461 -0.916
2 H -0.208 -0.460 1.906
3 C -0.778 -0.700 0.993
4 C -3.078 -0.100 0.007
5 C -2.252 -0.172 1.140
6 C 1.284 -0.763 -0.645
7 H 2.759 1.586 -0.974
8 H 0.620 0.984 0.406
9 H -4.152 -0.359 0.014
10 H 1.757 -1.516 -0.009
11 H -0.723 -1.787 0.766
12 H -2.430 -0.061 -0.875
13 C 0.057 0.109 -0.039
14 O 3.430 2.330 -0.837
15 H 4.056 1.755 -0.365
16 O 2.038 0.047 -1.338
17 H -2.541 0.066 2.122
18 H 0.666 -1.421 -1.356

Number 1: LUMO level 3.79 eV. Number 2: LUMO level 3.67 eV. Number 3: LUMO level 4.36 eV. Number 4: LUMO level 3.71 eV. Number 5: LUMO level 3.63 eV. Number 6: LUMO level 3.77 eV.